{
  "formula": "C40H63NO35P2S",
  "method": "the ωB97M-V functional and the def2-TZVPD basis",
  "e_above_lowest_kcal_mol": 0.0,
  "orbital_gap_ev": 8.025,
  "homo_ev": -8.04,
  "mol_weight_g_mol": 1211.93,
  "smiles": "CCN[PH2](CCCOC(C)=O)[PH2]=S.O=C1OCCO1.O=C1OCCO1.O=C1OCCO1.O=C1OCCO1.O=C1OCCO1.O=C1OCCO1.O=C1OCCO1.O=C1OCCO1.O=C1OCCO1.O=C1OCCO1.O=C1OCCO1",
  "energy_ha": -5331.1170,
  "elements": ["C", "C", "N", "P", "C", "C", "C", "O", "C", "C", "O", "P", "S", "H", "H", "H", "H", "H", "H", "H", "H", "H", "H", "H", "H", "H", "H", "H", "H", "H", "H", "H", "C", "C", "O", "C", "O", "O", "H", "H", "H", "H", "C", "C", "O", "C", "O", "O", "H", "H", "H", "H", "C", "C", "O", "C", "O", "O", "H", "H", "H", "H", "C", "C", "O", "C", "O", "O", "H", "H", "H", "H", "C", "C", "O", "C", "O", "O", "H", "H", "H", "H", "C", "C", "O", "C", "O", "O", "H", "H", "H", "H", "C", "C", "O", "C", "O", "O", "H", "H", "H", "H", "C", "C", "O", "C", "O", "O", "H", "H", "H", "H", "C", "C", "O", "C", "O", "O", "H", "H", "H", "H", "C", "C", "O", "C", "O", "O", "H", "H", "H", "H", "C", "C", "O", "C", "O", "O", "H", "H", "H", "H"],
  "positions_angstrom": [[-4.79896, 1.94663, 2.91272], [-4.41158, 1.29204, 1.57011], [-3.97280, -0.10820, 1.70063], [-2.26026, -0.47280, 1.53679], [-2.44720, -1.20630, -0.13358], [-3.22184, -0.34263, -1.14205], [-2.49474, -0.31462, -2.46308], [-1.17824, 0.22913, -2.30955], [-1.18746, 1.59318, -2.24606], [-0.65918, 2.31281, -3.46032], [-1.56649, 2.22200, -1.25821], [0.00668, -0.96140, 1.47321], [1.06646, 0.13194, 0.22937], [-4.31487, 2.89194, 3.10677], [-5.86572, 2.14033, 2.91188], [-4.62804, 1.28334, 3.74719], [-3.68951, 1.88288, 1.01906], [-5.30874, 1.27132, 0.96147], [-4.36188, -0.52643, 2.53008], [-1.84918, 0.85687, 1.79550], [-2.31448, -1.36941, 2.64019], [-3.01688, -2.11513, 0.01793], [-1.49450, -1.51635, -0.54103], [-3.35029, 0.68410, -0.84205], [-4.20505, -0.75612, -1.31131], [-3.08243, 0.26124, -3.17485], [-2.40179, -1.31359, -2.86516], [-1.41418, 3.01247, -3.78119], [0.22953, 2.84376, -3.14873], [-0.37444, 1.64329, -4.26117], [0.10515, -2.33803, 1.14947], [0.51813, -0.87981, 2.78986], [2.82679, 0.81090, -3.81932], [1.92511, -0.39368, -3.97833], [1.75301, -0.45395, -5.40175], [2.79687, 0.16643, -5.98103], [3.03210, 0.13069, -7.14996], [3.54289, 0.81960, -5.06872], [3.51274, 0.72432, -2.98166], [2.26874, 1.74470, -3.73151], [2.40597, -1.31106, -3.64330], [0.96579, -0.28339, -3.47693], [3.01013, 1.26205, 2.87126], [3.45250, 2.38812, 3.77203], [2.65939, 2.15943, 4.95364], [2.30711, 0.85471, 4.97867], [1.77795, 0.32937, 5.91479], [2.62063, 0.24903, 3.83670], [3.79242, 0.89631, 2.22572], [2.14313, 1.51340, 2.26951], [4.50913, 2.32686, 4.03917], [3.24712, 3.36974, 3.36052], [0.29648, 3.55194, 6.89271], [0.45016, 4.65917, 5.87077], [-0.36431, 4.18871, 4.78446], [-1.28246, 3.33493, 5.28677], [-2.21454, 2.90330, 4.68525], [-1.00640, 3.03590, 6.57489], [0.32710, 3.90439, 7.92015], [1.02859, 2.75847, 6.76339], [0.04903, 5.61288, 6.21940], [1.47637, 4.79772, 5.54591], [5.85137, -4.03795, -5.50469], [4.89872, -3.11339, -6.23434], [4.14447, -2.54688, -5.15212], [4.89840, -2.62311, -4.03052], [4.63022, -2.08324, -3.00471], [5.98709, -3.38868, -4.23273], [6.81845, -4.12954, -5.99014], [5.43314, -5.03329, -5.34781], [5.40973, -2.30844, -6.76358], [4.24111, -3.63244, -6.92544], [2.63435, 0.68972, -10.23937], [1.73787, -0.51765, -10.39335], [1.56461, -0.58975, -11.81435], [2.61522, 0.03458, -12.40342], [2.85256, 0.00334, -13.56501], [3.35509, 0.69338, -11.48017], [3.31194, 0.60989, -9.39817], [2.07060, 1.62113, -10.15864], [2.21395, -1.43655, -10.04755], [0.77889, -0.40686, -9.89573], [1.78689, 5.42047, 0.45159], [2.56059, 5.43845, -0.85078], [3.64331, 4.53892, -0.57448], [3.25356, 3.70532, 0.41284], [3.84291, 2.73294, 0.76090], [2.08841, 4.11601, 0.96000], [0.71540, 5.53992, 0.32001], [2.14676, 6.16661, 1.16213], [1.98090, 5.04274, -1.68590], [2.93918, 6.42215, -1.11314], [-2.83648, 0.27914, 7.41103], [-1.60128, -0.58683, 7.53252], [-1.51797, -0.79672, 8.94612], [-2.75738, -0.63419, 9.47571], [-3.05387, -0.90174, 10.59148], [-3.60649, -0.12171, 8.55146], [-3.39266, 0.10525, 6.49353], [-2.60912, 1.34106, 7.49267], [-1.71693, -1.55456, 7.03995], [-0.70055, -0.10405, 7.16016], [0.98773, -4.22544, -1.53249], [2.29056, -4.36330, -2.28753], [2.25156, -5.72960, -2.72034], [0.95894, -6.12346, -2.76230], [0.57667, -7.14127, -3.23616], [0.15469, -5.19153, -2.18800], [0.55516, -3.23027, -1.60499], [1.08219, -4.49664, -0.47965], [2.33392, -3.71565, -3.16477], [3.16266, -4.17752, -1.66750], [-7.69805, 4.35534, -1.20379], [-8.33346, 3.27240, -0.35610], [-7.67763, 2.09245, -0.83184], [-6.49196, 2.45437, -1.37411], [-5.64148, 1.69493, -1.70159], [-6.40800, 3.80148, -1.48508], [-7.60075, 5.30543, -0.68597], [-8.22562, 4.51318, -2.14576], [-8.11582, 3.39130, 0.70669], [-9.40820, 3.19324, -0.49304], [5.15240, -0.99936, 8.03205], [3.86704, -0.25160, 8.31637], [4.03138, 0.12113, 9.68991], [5.35738, 0.14716, 9.96899], [5.83108, 0.57834, 10.96592], [6.06968, -0.38714, 8.94408], [5.49773, -0.88549, 7.00786], [5.07875, -2.06260, 8.26698], [3.76606, 0.65260, 7.71539], [2.97782, -0.86048, 8.18615], [-2.96403, -6.64954, -3.11308], [-3.58985, -6.99365, -1.77990], [-4.83044, -6.28056, -1.83324], [-5.15170, -6.08445, -3.13823], [-6.19551, -5.67147, -3.51916], [-4.11315, -6.42176, -3.93977], [-2.35134, -7.45033, -3.51638], [-2.37011, -5.73594, -3.07289], [-3.79972, -8.05978, -1.67824], [-2.99427, -6.66743, -0.93154]],
  "forces_ev_per_a": [[-0.3, 0.0, -0.5], [-0.8, -0.5, 0.5], [0.7, 0.5, 0.1], [-1.1, -0.2, 0.3], [0.0, 0.2, -0.1], [0.3, -0.2, -0.1], [-0.7, -0.1, 0.3], [0.1, 0.5, -0.5], [-0.5, 1.4, 2.0], [0.2, -0.6, 0.3], [0.6, -1.5, -1.9], [0.3, 0.2, -0.2], [0.2, 0.0, -0.2], [0.4, 0.1, 0.1], [-0.3, 0.1, 0.0], [0.3, -0.1, 0.3], [0.4, 0.0, 0.0], [-0.1, 0.1, -0.4], [-0.1, -0.1, 0.1], [0.1, 0.0, -0.4], [0.0, 0.0, -0.2], [-0.2, -0.2, 0.4], [0.4, 0.2, -0.1], [-0.1, 0.2, 0.3], [-0.4, 0.0, 0.0], [0.0, 0.2, -0.2], [0.4, -0.3, -0.2], [-0.1, 0.3, -0.2], [0.2, 0.4, 0.1], [-0.1, -0.2, -0.2], [0.0, -0.1, 0.4], [0.0, -0.3, 0.0], [0.1, -0.1, 0.2], [-0.1, 0.0, 0.4], [-0.1, 0.1, -0.1], [0.1, -0.2, 0.2], [0.1, 0.0, -0.1], [-0.1, 0.0, 0.0], [0.2, -0.1, -0.1], [0.0, 0.0, -0.1], [0.1, 0.1, 0.0], [-0.1, 0.0, -0.2], [0.0, 0.0, 0.1], [0.2, 0.0, -0.1], [0.1, 0.1, 0.1], [-0.1, 0.0, 0.0], [-0.1, 0.0, 0.1], [0.1, 0.0, -0.2], [0.0, -0.3, 0.0], [0.0, 0.0, 0.0], [0.0, 0.0, 0.1], [-0.2, 0.0, 0.1], [0.1, 0.0, 0.1], [0.0, 0.1, 0.1], [0.1, 0.0, 0.1], [0.0, 0.0, 0.1], [0.1, 0.0, -0.1], [0.1, 0.0, 0.0], [-0.2, 0.0, 0.0], [0.0, -0.1, -0.1], [0.0, 0.0, 0.0], [0.0, -0.1, -0.2], [0.0, -0.1, -0.1], [0.0, -0.1, -0.2], [0.0, 0.0, 0.0], [0.2, 0.0, -0.1], [-0.1, 0.0, 0.1], [0.0, 0.0, 0.0], [0.1, 0.1, 0.1], [0.0, 0.0, 0.0], [0.0, 0.0, 0.1], [-0.2, 0.0, 0.1], [0.1, 0.1, 0.2], [0.0, 0.0, 0.1], [0.0, 0.0, 0.1], [0.0, 0.0, 0.1], [0.0, 0.0, -0.1], [-0.1, 0.0, 0.0], [0.1, 0.0, -0.1], [0.0, 0.0, 0.0], [0.0, 0.0, 0.0], [-0.1, 0.0, -0.1], [-0.1, 0.1, 0.0], [-0.1, 0.1, -0.1], [-0.1, 0.0, 0.0], [-0.1, -0.1, -0.1], [0.2, 0.2, -0.1], [0.0, 0.1, 0.1], [0.0, -0.2, 0.0], [0.0, 0.0, 0.0], [0.0, 0.0, 0.0], [0.2, -0.1, 0.0], [0.0, 0.1, -0.2], [0.1, 0.0, -0.2], [-0.1, 0.0, 0.0], [0.0, 0.0, -0.1], [0.0, 0.0, 0.1], [0.1, -0.1, 0.0], [-0.1, 0.0, 0.1], [0.0, 0.0, 0.0], [0.0, 0.0, 0.0], [0.1, 0.0, 0.2], [0.0, 0.2, 0.1], [0.1, 0.2, 0.1], [-0.1, 0.1, 0.0], [0.1, 0.1, 0.0], [-0.2, -0.1, 0.0], [0.1, 0.0, 0.0], [-0.1, 0.0, -0.1], [0.0, -0.1, 0.0], [0.0, 0.0, 0.0], [0.1, -0.2, -0.1], [-0.1, 0.1, 0.0], [-0.1, 0.1, 0.1], [0.0, 0.1, 0.0], [-0.1, 0.1, 0.0], [0.1, -0.1, -0.1], [-0.1, 0.0, 0.0], [0.2, 0.0, 0.0], [0.0, 0.0, 0.0], [0.0, 0.0, 0.0], [0.0, -0.2, -0.1], [0.0, -0.1, -0.1], [-0.1, 0.0, -0.1], [0.1, 0.0, -0.1], [-0.1, 0.0, -0.1], [0.1, 0.0, 0.1], [-0.1, 0.0, 0.0], [0.1, 0.1, 0.1], [0.0, 0.0, 0.0], [0.0, 0.0, 0.0], [-0.1, 0.0, 0.2], [0.2, -0.1, 0.0], [0.1, -0.1, 0.1], [0.1, 0.0, 0.0], [0.1, 0.0, 0.0], [-0.1, 0.0, 0.0], [0.0, 0.0, 0.1], [-0.1, 0.0, -0.1], [0.0, 0.0, 0.0], [0.0, 0.0, 0.0], [-0.1, 0.1, 0.0]],
  "mulliken_charge": [-1.139, 0.051, -0.548, 0.240, 0.066, 0.055, -1.332, 0.340, 0.530, -1.090, -0.507, 0.187, -0.154, 0.272, 0.357, 0.166, 0.259, 0.140, 0.347, 0.026, -0.020, 0.498, -0.427, -0.016, 0.385, 0.391, 0.432, 0.400, 0.053, 0.301, -0.060, -0.043, -0.262, 1.845, -0.368, 0.701, -0.604, -0.361, 0.380, 0.165, -0.887, -0.496, -0.129, -0.099, -0.350, 0.666, -0.578, -0.371, 0.457, -0.038, 0.162, 0.173, 0.220, -0.354, -0.322, 0.530, -0.487, -0.287, 0.362, -0.259, 0.296, 0.269, -0.381, -0.417, -0.189, 0.565, -0.478, -0.388, 0.310, 0.266, 0.337, 0.318, -0.096, -0.201, -0.355, 0.614, -0.516, -0.349, 0.198, 0.224, 0.220, 0.291, -0.326, -0.303, -0.384, 0.508, -0.466, -0.135, 0.309, 0.272, 0.145, 0.331, 0.138, 0.084, -0.323, 0.618, -0.527, -0.368, 0.162, 0.096, 0.232, -0.074, 0.125, 0.004, -0.391, 0.599, -0.529, -0.252, -0.055, 0.130, -0.114, 0.409, -0.355, -0.255, -0.317, 0.655, -0.495, -0.313, 0.294, 0.273, 0.216, 0.301, -0.270, -0.010, -0.338, 0.588, -0.525, -0.338, 0.264, 0.261, 0.034, 0.305, 0.053, -0.317, -0.343, 0.618, -0.523, -0.345, 0.289, 0.041, 0.259, 0.274]
}